Entry 1:
74
Properties=species:S:1:pos:R:3:lowdin_charge:R:1 method="wB97M-V/def2-TZVPD" e_homo_ev=-11.213 orbital_gap_ha=0.237 e_lumo_ev=-4.76 total_charge=+1
O -2.77 -2.00 2.77 -0.299
P -2.83 -0.79 1.93 0.440
O -1.81 -0.88 0.73 -0.107
O -2.42 0.52 2.78 -0.118
C -4.50 -0.50 1.15 -0.307
C -5.19 0.58 1.92 -0.010
N -6.50 0.41 1.91 0.039
C -6.85 -0.77 1.08 -0.704
I -7.08 0.05 -0.93 0.948
C -5.58 -1.62 1.29 -0.675
Br -5.75 -2.41 3.04 0.860
H -2.05 -0.25 -0.01 0.072
H -2.34 1.30 2.18 0.102
H -4.28 -0.18 0.12 0.073
H -4.75 1.41 2.47 0.163
H -7.20 1.00 2.36 0.192
H -7.80 -1.27 1.28 0.086
H -5.57 -2.37 0.49 0.113
O -3.32 0.72 -1.36 0.003
C -3.01 1.07 -2.49 -0.478
O -3.92 1.73 -3.20 0.014
C -3.65 2.34 -4.48 -0.205
C -3.76 1.35 -5.62 -0.055
C -1.68 0.71 -3.09 0.036
H -2.69 2.85 -4.46 0.120
H -4.41 3.12 -4.58 0.127
H -3.04 0.55 -5.53 0.072
H -3.61 1.85 -6.57 0.090
H -4.75 0.89 -5.62 0.086
H -1.73 -0.32 -3.45 0.110
H -0.93 0.78 -2.30 0.083
H -1.37 1.36 -3.89 0.082
O 2.97 -2.51 1.55 0.080
C 2.25 -2.25 2.50 -0.489
O 2.68 -2.56 3.74 0.010
C 1.98 -2.16 4.93 -0.229
C 0.85 -3.10 5.28 -0.058
C 0.88 -1.66 2.30 0.004
H 1.65 -1.12 4.85 0.112
H 2.74 -2.18 5.71 0.124
H 0.09 -3.12 4.50 0.067
H 0.38 -2.80 6.21 0.084
H 1.23 -4.12 5.39 0.086
H 0.17 -2.45 2.04 0.095
H 0.94 -0.96 1.46 0.076
H 0.49 -1.10 3.15 0.069
O 6.69 -0.38 -3.98 0.089
C 6.23 -1.14 -3.16 -0.512
O 5.42 -0.65 -2.20 -0.013
C 4.69 -1.47 -1.27 -0.239
C 5.51 -1.88 -0.07 -0.066
C 6.60 -2.61 -3.13 0.011
H 4.25 -2.33 -1.79 0.115
H 3.86 -0.85 -0.94 0.112
H 6.37 -2.49 -0.36 0.071
H 4.90 -2.45 0.62 0.050
H 5.90 -1.00 0.44 0.086
H 7.57 -2.71 -2.64 0.097
H 6.69 -2.95 -4.16 0.090
H 5.88 -3.25 -2.63 0.067
O -0.61 2.31 -0.19 0.061
C 0.45 2.82 0.12 -0.506
O 1.01 3.67 -0.75 0.009
C 2.19 4.45 -0.46 -0.218
C 3.46 3.67 -0.69 -0.055
C 1.16 2.47 1.40 0.026
H 2.13 4.87 0.54 0.115
H 2.14 5.29 -1.15 0.125
H 3.53 2.80 -0.03 0.069
H 4.33 4.30 -0.51 0.089
H 3.50 3.30 -1.71 0.089
H 1.71 1.53 1.25 0.093
H 0.42 2.32 2.18 0.085
H 1.86 3.23 1.75 0.076



Entry 2:
81
Properties=species:S:1:pos:R:3:lowdin_charge:R:1 method="wB97M-V/def2-TZVPD" e_homo_ev="-13.800 / -13.982" s_squared=6.018 spin_multiplicity=5 orbital_gap_ha="0.256 / 0.176" e_above_lowest_kj_mol=243.9 e_lumo_ev="-6.83 / -9.20" total_charge=+2
Os 0.16 0.59 1.40 1.241
C -1.76 1.04 -2.59 -0.077
C -1.86 -0.29 -2.52 -0.148
C -1.28 -1.22 -3.56 -0.174
C 0.07 -0.77 -4.18 -0.157
C 1.04 0.01 -3.32 -0.123
C 1.00 1.33 -3.11 -0.104
C 0.08 2.25 -3.86 -0.163
C -1.38 1.77 -3.84 -0.164
C 1.58 0.32 2.84 -0.254
H -2.06 1.70 -1.78 0.086
H -2.57 -0.78 -1.85 0.082
H -2.00 -1.32 -4.39 0.135
H -1.17 -2.23 -3.14 0.092
H 0.58 -1.69 -4.51 0.122
H -0.17 -0.19 -5.08 0.112
H 1.94 -0.56 -3.07 0.098
H 1.79 1.85 -2.57 0.063
H 0.39 2.34 -4.91 0.133
H 0.15 3.25 -3.42 0.113
H -2.03 2.65 -3.94 0.127
H -1.56 1.12 -4.71 0.108
H 1.33 1.16 3.51 0.046
H 2.67 0.29 2.68 0.034
H 1.23 -0.63 3.26 0.058
P -1.34 -0.85 0.56 0.934
P 1.96 -0.07 0.25 0.908
C -0.22 -1.60 -0.67 -0.266
C 1.12 -1.31 -0.75 -0.278
C -2.31 -2.28 1.10 -0.350
C -2.70 -3.25 0.16 -0.080
C -3.54 -4.29 0.54 -0.044
C -3.98 -4.38 1.86 -0.031
C -3.57 -3.43 2.81 -0.030
C -2.71 -2.39 2.44 -0.059
C -2.61 0.50 0.32 -0.371
C -2.16 1.82 0.51 -0.196
C -3.02 2.91 0.34 -0.049
C -4.34 2.68 -0.05 -0.024
C -4.80 1.37 -0.25 -0.020
C -3.96 0.28 -0.02 -0.055
C 3.42 -1.02 0.82 -0.355
C 3.20 -2.26 1.44 -0.093
C 4.28 -3.06 1.81 -0.041
C 5.59 -2.62 1.60 -0.030
C 5.81 -1.32 1.12 -0.040
C 4.73 -0.51 0.74 -0.058
C 2.56 1.65 -0.12 -0.346
C 2.06 2.65 0.71 -0.137
C 2.53 3.97 0.59 -0.030
C 3.33 4.32 -0.50 -0.017
C 3.73 3.33 -1.41 -0.033
C 3.46 1.98 -1.16 -0.109
H -0.61 -2.46 -1.23 0.069
H 1.79 -1.89 -1.39 0.100
H -2.33 -3.18 -0.87 0.094
H -3.85 -5.03 -0.21 0.124
H -4.66 -5.19 2.15 0.126
H -3.94 -3.50 3.83 0.122
H -2.34 -1.67 3.17 0.084
H -1.08 2.05 0.71 0.044
H -2.63 3.93 0.51 0.131
H -5.02 3.53 -0.19 0.128
H -5.82 1.19 -0.58 0.126
H -4.32 -0.75 -0.12 0.125
H 2.18 -2.60 1.62 0.112
H 4.10 -4.04 2.27 0.123
H 6.44 -3.27 1.83 0.128
H 6.83 -0.94 1.02 0.125
H 4.90 0.51 0.40 0.102
H 1.29 2.40 1.48 0.043
H 2.26 4.70 1.35 0.128
H 3.65 5.35 -0.63 0.127
H 4.28 3.61 -2.31 0.129
H 3.87 1.20 -1.80 0.131
B -1.28 0.10 5.64 -0.345
C -1.23 0.43 4.14 -0.156
N -1.13 0.65 2.99 -0.063
H -2.36 0.54 6.03 0.055
H -0.37 0.62 6.27 0.052
H -1.26 -1.12 5.79 0.051



Entry 3:
27
Properties=species:S:1:pos:R:3:nbo_charge:R:1 method="wB97M-V/def2-TZVPD" e_homo_ev="-6.792 / -7.164" orbital_gap_ha="0.221 / 0.238" e_lumo_ev="-0.77 / -0.68"
C 3.47 -1.08 0.23 -0.206
C 2.80 -0.55 1.31 -0.208
C 2.81 -1.21 -0.98 -0.209
C 1.49 -0.11 1.18 -0.207
C 1.51 -0.78 -1.11 -0.199
C 0.82 -0.18 -0.04 -0.002
C -2.95 1.82 -0.56 -0.254
C -2.26 1.26 -1.66 -0.196
C -2.44 1.71 0.68 -0.108
C -1.09 0.58 -1.48 -0.170
C -1.64 -1.90 0.16 -0.502
C -1.23 0.92 0.97 -0.545
C -0.52 0.37 -0.21 0.074
S -2.11 -1.91 1.70 0.065
S -1.53 -3.07 -1.03 0.162
H 4.50 -1.39 0.33 0.213
H 3.29 -0.47 2.27 0.214
H 3.32 -1.64 -1.83 0.214
H 1.01 0.29 2.06 0.209
H 1.01 -0.92 -2.06 0.207
H -3.87 2.37 -0.73 0.216
H -2.65 1.40 -2.66 0.212
H -2.93 2.16 1.53 0.208
H -0.57 0.22 -2.35 0.202
H -0.58 1.44 1.67 0.241
H -1.59 0.02 1.59 0.273
H -1.97 -4.21 -0.45 0.097



Entry 4:
26
Properties=species:S:1:pos:R:3:nbo_charge:R:1 method="wB97M-V/def2-TZVPD" e_homo_ev="-7.051 / -7.048" orbital_gap_ha="0.243 / 0.242" e_above_lowest_kj_mol=486.4 e_lumo_ev="-0.45 / -0.45"
C -1.67 -1.31 1.52 -0.226
C -1.90 0.07 1.63 -0.269
C -0.99 -1.87 0.48 -0.174
C -1.51 0.96 0.64 -0.167
C 1.60 1.07 0.23 0.390
C 1.15 -1.18 -0.15 0.448
C 1.93 2.24 0.68 -0.518
C -0.34 1.18 -1.60 0.634
C -0.25 -0.98 -0.53 -0.359
C -0.69 0.52 -0.40 -0.187
C 1.78 -2.54 -0.25 -0.683
N 1.94 -0.17 0.11 -0.456
N -0.87 2.51 -1.64 -0.865
O 0.26 0.63 -2.50 -0.640
H -2.30 -1.86 2.23 0.219
H -2.56 0.37 2.51 0.214
H -0.75 -2.94 0.37 0.209
H -1.79 2.03 0.66 0.209
H 2.65 2.35 1.48 0.237
H 1.29 3.08 0.46 0.241
H -0.42 -1.21 -1.55 0.260
H 1.80 -3.03 0.68 0.238
H 2.74 -2.31 -0.50 0.243
H 1.49 -3.29 -1.00 0.236
H -1.75 2.64 -1.11 0.375
H -0.86 3.04 -2.46 0.387



Entry 5:
22
Properties=species:S:1:pos:R:3:nbo_charge:R:1 method="wB97M-V/def2-TZVPD" e_homo_ev=-8.151 orbital_gap_ha=0.326 e_above_lowest_kj_mol=354.1 e_lumo_ev=0.73
C 0.23 3.43 -1.14 -0.693
C 0.04 2.17 -0.76 0.472
N -0.31 1.04 -0.51 -0.479
C -0.69 0.14 0.58 0.119
C -0.58 0.69 2.03 -0.628
N 0.13 -0.99 0.51 -0.282
C -0.21 -2.17 -0.14 -0.195
C -0.80 -1.95 -1.57 -0.648
N 1.43 -0.80 0.73 -0.273
C 2.51 -0.53 0.38 0.236
S 4.04 -0.17 0.21 -0.091
H 1.28 3.80 -1.05 0.243
H -0.53 4.13 -1.41 0.245
H -1.68 -0.17 0.20 0.232
H 0.49 0.81 2.40 0.233
H -1.08 0.09 2.73 0.223
H -1.03 1.73 2.05 0.217
H 0.76 -2.79 -0.20 0.223
H -0.95 -2.82 0.54 0.182
H -0.42 -0.97 -2.04 0.242
H -0.79 -2.86 -2.06 0.221
H -1.84 -1.81 -1.48 0.201



Entry 6:
57
Properties=species:S:1:pos:R:3:nbo_charge:R:1 method="wB97M-V/def2-TZVPD" e_homo_ev=-1.304 orbital_gap_ha=0.184 e_above_lowest_kj_mol=39.9 e_lumo_ev=3.71 total_charge=-2
Na -0.03 0.33 -0.69 0.894
C -1.13 2.85 -0.22 -0.372
C -2.12 1.86 -0.09 -0.378
C -2.27 1.22 -1.34 -0.392
C -1.37 1.82 -2.24 -0.406
C -0.66 2.83 -1.55 -0.393
H -0.80 3.54 0.55 0.185
H -2.68 1.64 0.81 0.211
H -2.97 0.43 -1.57 0.205
H -1.26 1.56 -3.29 0.192
H 0.08 3.49 -1.99 0.179
C 2.36 2.33 0.70 -0.258
O 1.38 1.60 1.40 -0.530
C 1.90 0.61 2.26 -0.084
C 2.33 -0.65 1.53 -0.090
O 1.17 -1.31 1.10 -0.540
C 1.35 -2.69 0.87 -0.235
H 3.01 2.87 1.40 0.136
H 1.82 3.04 0.07 0.212
H 2.97 1.69 0.05 0.184
H 1.08 0.34 2.92 0.220
H 2.74 1.01 2.85 0.142
H 2.90 -1.28 2.24 0.155
H 2.98 -0.42 0.67 0.179
H 1.60 -3.20 1.81 0.152
H 2.15 -2.87 0.13 0.146
H 0.41 -3.07 0.49 0.234
O 0.34 -2.82 -4.04 -0.786
C -0.22 -2.68 -2.94 0.645
O 0.10 -1.92 -1.99 -0.809
H -1.12 -3.32 -2.74 0.033
F -5.54 -5.41 5.72 -0.322
C -4.76 -4.60 4.96 0.199
C -3.47 -4.30 5.34 0.249
F -2.97 -4.84 6.48 -0.322
C -2.69 -3.47 4.56 0.281
F -1.44 -3.24 5.02 -0.314
C -3.13 -2.87 3.38 -0.277
Se -2.06 -1.70 2.36 -0.410
C -4.45 -3.21 3.03 0.272
F -5.00 -2.72 1.92 -0.308
C -5.24 -4.05 3.79 0.285
F -6.51 -4.33 3.41 -0.327
O 1.88 0.35 -1.61 -1.068
S 1.81 -0.29 -2.98 1.342
C 2.93 -1.70 -2.86 -0.615
C 4.33 -1.11 -2.78 -0.418
C 4.40 -0.14 -3.96 -0.408
C 3.10 0.68 -3.90 -0.626
H 2.76 -2.31 -3.76 0.249
H 2.60 -2.25 -1.99 0.262
H 5.11 -1.87 -2.82 0.199
H 4.42 -0.56 -1.84 0.211
H 4.42 -0.71 -4.89 0.192
H 5.29 0.49 -3.94 0.197
H 2.70 0.91 -4.89 0.213
H 3.20 1.60 -3.33 0.234